w | This record from the OMol25 dataset describes C2H2ClN in the gas phase. The level of theory is ωB97M-V/def2-TZVPD.

frontier orbital gap	11.874	eV
LUMO	0.510	eV
molar mass	75.50	g mol⁻¹

Structure (ORCA input):
```
! RIJCOSX wB97M-V def2-TZVPD def2/J DEFGRID3
* xyz 0 1
N 1.978 -0.006 0.927
C 0.947 -0.051 0.445
C -0.431 0.088 -0.130
Cl -0.935 -1.451 -0.772
H -1.016 0.639 0.733
H -0.542 0.780 -1.203
*
```

Löwdin atomic charges, in units of e:
1. N 0.143
2. C -0.331
3. C -0.649
4. Cl 0.571
5. H 0.119
6. H 0.147



x | This record from the OMol25 dataset describes C2H2ClN in the gas phase. The level of theory is ωB97M-V/def2-TZVPD.

frontier orbital gap (spin up / spin down)	8.991 / 8.585	eV
LUMO (spin up / spin down)	-0.741 / -0.472	eV
molar mass	75.50	g mol⁻¹

Structure (ORCA input):
```
! RIJCOSX wB97M-V def2-TZVPD def2/J DEFGRID3
* xyz 0 1
C 0.759 -0.181 0.182
C -0.545 0.474 -0.163
N -1.198 -0.129 -0.987
Cl 0.699 -1.127 1.494
H -0.839 1.397 0.256
H 1.123 -0.434 -0.782
*
```

Löwdin atomic charges, in units of e:
1. C -0.612
2. C -0.433
3. N 0.190
4. Cl 0.725
5. H 0.086
6. H 0.044



y | This record from the OMol25 dataset describes a 2-piece molecular cluster, C2H2ClN overall. The level of theory is ωB97M-V/def2-TZVPD.

frontier orbital gap (spin up / spin down)	6.531 / 6.532	eV
LUMO (spin up / spin down)	-3.306 / -3.306	eV
molar mass	75.50	g mol⁻¹

Structure (ORCA input):
```
! RIJCOSX wB97M-V def2-TZVPD def2/J DEFGRID3
* xyz 0 1
C 0.731 -1.593 -0.737
C -0.367 0.953 0.372
N 1.231 -2.596 -0.910
Cl -1.907 0.517 0.785
H 0.418 1.172 1.065
H -0.107 1.546 -0.576
*
```

Löwdin atomic charges, in units of e:
1. C -0.300
2. C -0.404
3. N -0.123
4. Cl 0.730
5. H 0.024
6. H 0.072



Short version: y is the least stable of them.